[1]
Formula: C21H32F3N6PSSeSiTi
Source: the Open Molecules 2025 dataset
Level of theory: the ωB97M-V functional and the def2-TZVPD basis

Structure (ORCA input):
```
! RIJCOSX wB97M-V def2-TZVPD def2/J DEFGRID3
* xyz 1 2
Ti 0.36088 0.58649 0.18914
N 2.74457 -2.14195 2.58733
C 1.51645 -1.79210 2.20553
N 1.61677 -0.81530 1.32094
C 2.95577 -0.61970 1.21624
N 3.68843 -1.39690 1.96802
C 3.42480 0.43573 0.31086
C 4.76176 0.72300 0.10474
N 5.13826 1.69601 -0.72076
C 4.17411 2.37623 -1.32275
C 2.82368 2.09624 -1.12556
N 2.44592 1.11208 -0.30945
H 3.01203 -2.85890 3.24260
H 0.59886 -2.23609 2.55694
H 5.52997 0.15715 0.61608
H 4.45719 3.17880 -1.99213
H 2.03718 2.66270 -1.60566
F -2.25778 5.19682 -0.01762
C -1.04670 5.55003 0.42966
F -0.27870 5.82055 -0.63716
F -1.18914 6.69016 1.11920
C -0.43598 4.46831 1.28806
C -0.11833 4.71830 2.60701
C 0.45296 3.72260 3.39852
C 0.69012 2.49961 2.81866
N 0.37504 2.25266 1.54239
C -0.18573 3.19335 0.76670
S -0.54619 2.61471 -0.85731
H -0.31694 5.69622 3.02409
H 0.70255 3.89840 4.43383
H 1.12576 1.67457 3.36823
C -4.35468 -2.25756 0.74614
Si -2.99030 -1.95866 1.97476
C -3.67270 -1.29693 3.56676
C -2.01388 -3.51989 2.27810
Se -1.63194 -0.34157 1.17014
H -5.22855 -2.69319 1.23662
H -4.04343 -2.94205 -0.04341
H -4.66551 -1.31950 0.28276
H -4.44626 -1.95575 3.96923
H -4.11683 -0.31196 3.41381
H -2.88397 -1.19990 4.31544
H -2.66776 -4.35009 2.55750
H -1.31104 -3.37770 3.10383
H -1.46835 -3.81969 1.37960
C 2.02849 -1.43696 -4.28839
C 1.87536 -0.64600 -2.99180
P 0.29154 -0.78922 -2.06321
C -0.92086 -0.15058 -3.27404
C -2.36067 -0.02906 -2.77619
C 0.06418 -2.60353 -1.99187
C -1.28774 -3.11833 -1.50788
H 2.93448 -1.12975 -4.81072
H 1.19409 -1.27379 -4.97073
H 2.11119 -2.50750 -4.10533
H 1.98946 0.42296 -3.19665
H 2.68100 -0.90403 -2.29704
H -0.86677 -0.76859 -4.17375
H -0.54213 0.83731 -3.55560
H -2.41487 0.53385 -1.84467
H -2.81490 -1.00227 -2.60016
H -2.96504 0.48801 -3.52112
H 0.86845 -2.97772 -1.35052
H 0.26951 -2.98552 -2.99347
H -1.68208 -2.50632 -0.69929
H -1.19424 -4.14462 -1.15146
H -2.02083 -3.12369 -2.31373
*
```

Its energy above the lowest of the compared OMol25 structures with the same formula, charge and spin is 18.4 kJ/mol. The calculation puts the LUMO energy (spin up / spin down) at -3.71 / -3.79 eV. The value obtained for the HOMO energy (spin up / spin down) is -10.79 / -10.83 eV.

[2]
Formula: C21H32F6NO3P2Tc
Source: the Open Molecules 2025 dataset
Level of theory: the ωB97M-V functional and the def2-TZVPD basis

Structure (ORCA input):
```
! RIJCOSX wB97M-V def2-TZVPD def2/J DEFGRID3
* xyz 1 4
C -1.54091 -3.79559 -0.91033
C -0.62503 -2.75575 -0.71803
N -1.07802 -1.46060 -0.65888
C -2.33669 -1.16563 -1.04232
C -3.24187 -2.17141 -1.34072
C -2.85052 -3.50282 -1.25656
C 0.82497 -2.99241 -0.71005
P 1.77481 -1.62260 0.04363
Tc 0.33512 0.11482 -0.25126
P -1.32419 1.45413 -1.22735
C -2.75626 0.28764 -1.11580
C 1.83493 1.60711 0.11549
C 2.18741 1.92842 1.42903
C 3.03822 3.00887 1.68422
C 3.55877 3.76043 0.63060
C 3.23562 3.41987 -0.68930
C 2.38432 2.33753 -0.94643
O 1.39658 -2.99067 -3.16439
O 0.22480 -0.89614 -3.60768
H -1.15096 -4.80768 -0.85347
H -4.25043 -1.87953 -1.63576
H -3.54537 -4.30718 -1.47379
C 2.22554 -1.89389 1.78084
C 3.38001 -1.73198 -0.78210
H -3.37932 0.47626 -2.00367
H -3.35756 0.56459 -0.23450
H 1.16045 -3.10642 -2.01412
H 1.09829 -3.96988 -0.27015
C -1.71518 2.98932 -0.37483
C -1.28262 1.92474 -2.98161
H 1.78119 1.35065 2.25536
H 3.28179 3.25542 2.72112
H 4.22230 4.60800 0.82801
H 3.64050 3.98555 -1.52771
H 2.14273 2.05877 -1.97211
H 0.95538 -0.50771 -1.79383
H 0.49963 -0.54390 -4.47035
H 0.66951 -1.89286 -3.54414
H 1.30493 -3.84176 -3.61316
H 0.53214 0.65210 -1.84830
H 2.84189 -2.79706 1.86576
H 2.80692 -1.04281 2.15365
H 1.34661 -1.99222 2.42399
H 3.92893 -2.58621 -0.36493
H 3.20561 -1.87584 -1.85521
H 3.93859 -0.80572 -0.60537
H -2.26224 2.34638 -3.25293
H -0.49275 2.67960 -3.11082
H -1.04648 1.03534 -3.58068
H -2.63935 3.41089 -0.79210
H -1.81117 2.82926 0.70270
H -0.88200 3.68223 -0.55277
C -2.84263 0.39590 2.45329
C -1.36366 0.52832 2.75532
O -0.52020 0.63457 1.68180
C -1.14758 1.84214 3.61827
F -1.90785 1.87164 4.75219
F 0.14212 2.04129 3.98346
F -1.52419 2.92276 2.86789
C -0.94689 -0.72399 3.62920
F -1.76094 -0.91881 4.70662
F -1.05139 -1.84482 2.83932
F 0.33511 -0.66832 4.07166
H -3.17183 1.24371 1.84817
H -3.40569 0.38454 3.39050
H -3.02399 -0.54059 1.91540
*
```

Its energy above the lowest of the compared OMol25 structures with the same formula, charge and spin is 178.8 kJ/mol. The calculation puts the LUMO energy (spin up / spin down) at -2.83 / -6.74 eV. The value obtained for the HOMO energy (spin up / spin down) is -11.23 / -10.75 eV.

[3]
Formula: C21H32MoN
Source: the Open Molecules 2025 dataset
Level of theory: the ωB97M-V functional and the def2-TZVPD basis

Structure (ORCA input):
```
! RIJCOSX wB97M-V def2-TZVPD def2/J DEFGRID3
* xyz 3 1
C 1.21359 -2.28847 1.32339
C 2.17629 -1.59851 0.50170
C 1.63684 -1.49087 -0.82451
C 0.32438 -2.08097 -0.82549
C 0.06478 -2.57507 0.50359
Mo 0.30763 -0.38555 0.60596
C -1.95169 1.89185 0.13350
C -1.88084 1.11510 1.45011
H -1.82299 1.69954 2.37793
C -1.77382 -0.28071 1.56655
H -2.41207 -0.95702 0.98511
H -1.51481 -0.71292 2.55219
C -2.68006 3.24674 0.20501
H -2.25212 3.91371 0.96760
H -2.53757 3.75192 -0.75883
H -3.75084 3.11483 0.38229
C -2.63519 1.01078 -0.94611
H -2.44265 -0.07012 -0.83713
H -3.73252 1.15798 -0.89157
H -2.30792 1.29936 -1.95088
C 3.52354 -1.14358 0.90943
H 3.68461 -1.22377 1.97985
H 4.30344 -1.74373 0.42255
H 3.71485 -0.10826 0.61662
C 2.39245 -0.96735 -1.98738
H 2.75754 0.04542 -1.79944
H 3.26282 -1.59420 -2.21025
H 1.77695 -0.93481 -2.89217
C -0.58912 -2.28140 -2.00156
H -0.51038 -1.45229 -2.71808
H -0.33726 -3.21604 -2.53478
H -1.64965 -2.35171 -1.67814
C -1.13548 -3.39259 0.91927
H -2.03394 -3.09543 0.34992
H -0.96112 -4.46681 0.73866
H -1.34492 -3.25605 1.99798
C 1.38366 -2.72482 2.74089
H 0.44883 -2.61726 3.31909
H 1.67236 -3.79053 2.78835
H 2.17039 -2.15012 3.24053
C 0.08745 1.27204 -0.86339
C -0.51976 2.48275 -0.30387
C 0.19418 1.25061 -2.25730
C -0.08056 3.72120 -0.97801
H -0.34997 2.50568 0.82471
C 0.18290 2.45173 -2.99016
H 0.32462 0.30350 -2.82039
C 0.16825 3.67051 -2.30568
H -0.11455 4.62321 -0.35494
H 0.30484 2.43853 -4.07706
H 0.36353 4.60008 -2.82742
N 1.09986 0.71577 2.32725
H 2.06825 0.99917 2.14988
H 1.11983 0.11000 3.15330
H 0.59316 1.55894 2.60137
*
```

The calculation puts the LUMO energy (spin up / spin down) at -12.50 / -12.49 eV. The value obtained for the HOMO energy (spin up / spin down) is -18.80 / -18.79 eV.

[4]
Formula: C21H32N2O4
Source: the Open Molecules 2025 dataset
Level of theory: the ωB97M-V functional and the def2-TZVPD basis

Structure (ORCA input):
```
! RIJCOSX wB97M-V def2-TZVPD def2/J DEFGRID3
* xyz 0 1
C 7.46299 2.35457 -1.31822
C 6.00868 1.96194 -1.09656
H 5.50357 1.85191 -2.05777
H 5.49178 2.74475 -0.53921
C 5.88637 0.64407 -0.32070
N 4.49051 0.30800 -0.13199
C 3.93652 -0.70381 -1.00571
C 2.43435 -0.41764 -1.13824
H 1.96700 -1.15031 -1.79798
C 1.75337 -0.43575 0.23082
N 0.36225 -0.05360 0.12502
C -0.65576 -0.91184 0.37024
O -0.47008 -2.06822 0.70624
C -2.02205 -0.34610 0.19094
C -2.31692 1.00152 0.37184
C -3.61841 1.44498 0.21269
C -4.65022 0.55192 -0.14928
C -4.34125 -0.80430 -0.33361
C -3.03351 -1.23269 -0.14417
H -2.76126 -2.26844 -0.25953
O -5.35327 -1.65179 -0.70609
C -5.07073 -3.02663 -0.80990
H -4.34450 -3.23034 -1.60279
H -4.70201 -3.43571 0.13536
H -6.02012 -3.49730 -1.06218
O -5.86420 1.14867 -0.29868
C -7.05155 0.38957 -0.27348
H -7.09440 -0.26324 0.60148
H -7.85467 1.12450 -0.21664
H -7.17034 -0.21187 -1.17700
O -4.02412 2.73511 0.38584
C -3.06723 3.69495 0.75417
H -2.28579 3.80143 -0.00640
H -3.61308 4.63333 0.83851
H -2.60552 3.45943 1.71931
H -1.54653 1.68807 0.68306
H 0.16307 0.86063 -0.24659
H 1.73707 -1.45394 0.62855
C 2.49693 0.49553 1.18837
H 2.07317 0.41906 2.19092
H 2.38158 1.52472 0.83981
C 3.99651 0.16558 1.22002
H 4.49098 0.92977 1.82920
C 4.26442 -1.23481 1.83096
C 4.95231 -2.15019 0.82044
H 4.99476 -3.16718 1.21584
C 4.20810 -2.15030 -0.51396
H 3.26492 -2.68421 -0.39679
H 4.79875 -2.69248 -1.25452
H 5.98079 -1.81736 0.66913
H 3.32456 -1.68958 2.14437
H 4.89330 -1.14208 2.71813
H 2.31292 0.57449 -1.58001
H 4.39002 -0.56340 -1.99245
H 6.41873 -0.13926 -0.87430
H 6.38065 0.75747 0.64868
H 7.52864 3.28921 -1.86998
H 7.97338 2.48181 -0.36576
H 7.98413 1.58503 -1.88410
*
```

Its energy above the lowest of the compared OMol25 structures with the same formula, charge and spin is 187.2 kJ/mol. The calculation puts the LUMO energy at 0.65 eV. The value obtained for the HOMO energy is -7.99 eV.